{
  "formula": "C35H70O25S5",
  "method": "the ωB97M-V functional and the def2-TZVPD basis",
  "e_tot_ev": -142790.07454,
  "smiles": "O=S1(=O)CCCC1.O=S1(=O)CCCC1.O=S1(=O)CCCC1.O=S1(=O)CCCC1.O=S1(=O)CCCC1.COC(=O)OC.COC(=O)OC.COC(=O)OC.COC(=O)OC.COC(=O)OC",
  "gap_ev": 10.25,
  "e_lumo_ha": 0.0046,
  "e_above_lowest_kj_mol": 0.0,
  "spin_multiplicity": 1,
  "symbols": ["S", "S", "S", "S", "S", "O", "O", "O", "O", "O", "O", "O", "O", "O", "O", "O", "O", "O", "O", "O", "O", "O", "O", "O", "O", "O", "O", "O", "O", "O", "C", "C", "C", "C", "C", "C", "C", "C", "C", "C", "C", "C", "C", "C", "C", "C", "C", "C", "C", "C", "C", "C", "C", "C", "C", "C", "C", "C", "C", "C", "C", "C", "C", "C", "C", "H", "H", "H", "H", "H", "H", "H", "H", "H", "H", "H", "H", "H", "H", "H", "H", "H", "H", "H", "H", "H", "H", "H", "H", "H", "H", "H", "H", "H", "H", "H", "H", "H", "H", "H", "H", "H", "H", "H", "H", "H", "H", "H", "H", "H", "H", "H", "H", "H", "H", "H", "H", "H", "H", "H", "H", "H", "H", "H", "H", "H", "H", "H", "H", "H", "H", "H", "H", "H", "H"],
  "xyz": [[-6.6834, 0.6887, -3.4200], [-4.9857, 0.9798, 1.0956], [6.3520, -1.5381, 1.7415], [-2.4445, 6.2489, -2.3373], [-2.4445, -5.0616, -1.1651], [1.8308, -1.5775, 3.5589], [7.5757, 0.0465, -2.4448], [-2.1285, 7.2557, -1.3177], [-0.0057, -0.5475, 3.3889], [-0.8557, 0.4548, -4.8946], [-0.8344, -1.5913, -3.9589], [1.1603, -1.5699, 0.3561], [-0.4887, -0.2512, 0.2357], [-7.5052, 0.8248, -2.1877], [-3.5097, -6.0253, -1.0041], [-4.3470, 0.0843, 1.9932], [5.0507, -1.6859, 2.3542], [-4.4627, 1.4171, -0.1580], [3.7937, 0.8447, 5.3810], [6.6158, -2.3406, 0.6053], [-0.1559, -2.7883, 3.7535], [5.5948, -1.0789, -2.4598], [-2.1857, -1.3008, -5.6113], [-1.4116, -5.1909, -2.1950], [-7.2951, 0.8508, -4.7286], [1.4731, 0.6047, -0.1338], [-3.0589, 6.5648, -3.6019], [6.0954, 0.6861, 5.2694], [5.6305, 0.9747, -1.9931], [4.8959, 0.8113, 7.1762], [-3.1062, -3.3847, -1.3464], [-1.4647, -3.4082, 0.5691], [-4.0395, 0.9030, -3.4416], [-1.4253, 3.7975, -2.5554], [6.3869, -0.0361, -2.2952], [-0.9263, 5.2340, -2.6277], [-1.6849, -4.9058, 0.4452], [-1.0750, 1.0350, 0.1246], [-4.3440, -0.4154, -2.8293], [5.0287, 0.8048, 5.8620], [2.6484, -2.8155, 3.7043], [-5.1900, 1.8143, -3.3238], [-6.8427, 2.2438, 2.4329], [-1.2513, -0.6377, -4.8204], [3.6778, 0.9040, 3.9612], [7.8273, 0.5525, 2.4252], [-2.4556, 3.7152, -1.4573], [0.7976, -0.3281, 0.1524], [-1.4754, -0.4955, 3.1495], [0.1989, -1.0881, -3.0416], [6.7902, 0.2590, 1.3634], [-5.3837, 2.4495, 2.0577], [4.3846, 0.7525, -1.3348], [-5.6520, -0.8729, -3.4014], [-2.7037, -0.5402, -6.7518], [-3.4511, 4.8908, -1.6761], [-2.7800, -2.8132, 0.0147], [6.0718, 0.6473, 7.9526], [0.4788, -1.7769, 3.5847], [-6.5943, 0.3408, 0.7942], [7.6023, -1.7749, 3.0175], [2.5195, -1.9768, 0.3250], [6.2969, -2.2670, -2.8380], [-7.5118, 1.5188, 1.2294], [8.6604, -0.7237, 2.6302], [-4.2968, 4.7285, -2.3329], [8.4231, 1.4559, 2.2320], [-1.2119, -3.0703, 1.5527], [5.7942, 0.5463, 9.0022], [3.9451, 1.7584, -1.2832], [7.2877, 0.7383, 3.3607], [-4.7757, 2.5447, 2.9767], [-2.0052, 3.7600, -0.4377], [0.3129, -1.8560, -2.2848], [5.9363, 0.8293, 1.6652], [-0.1217, -0.1338, -2.6002], [4.4880, 0.1650, -0.4128], [-0.5717, 3.1697, -2.4180], [-5.1858, 3.3373, 1.4617], [-3.7090, -0.8698, -6.9609], [-2.4229, -5.1877, 1.1933], [-4.4276, -0.3577, -1.7550], [-3.1411, 1.3065, -3.0028], [-2.5512, -2.9789, -2.2109], [1.0035, -0.7952, -3.7309], [-0.7222, -3.0958, -0.1710], [6.0587, -3.0605, -2.1701], [-2.1283, 1.0564, 0.5161], [7.8925, -2.7968, 2.8856], [9.3665, -0.5599, 3.4350], [-2.7481, 0.5722, -6.6383], [3.2165, -1.3692, 0.9467], [-1.1277, 1.2792, -0.9594], [2.5233, -3.1571, 4.7004], [-5.3067, 2.3731, -2.3738], [-0.6960, 5.4354, -3.6560], [-0.2072, 5.5678, -1.9145], [-5.5347, -1.1656, -4.4589], [3.6571, -2.5096, 3.4207], [2.5812, -2.9452, 0.8683], [-7.3657, 3.1918, 2.5168], [6.6664, -0.2123, 7.6785], [-1.9167, 3.6355, -3.5177], [-7.4448, 2.1190, 0.3226], [9.1006, -1.1677, 1.7714], [-5.1533, 2.4978, -4.1711], [3.6398, 0.1960, -1.9265], [-4.1663, -3.4341, -1.4871], [-1.7870, 0.5278, 3.0005], [2.3861, -3.6306, 3.0385], [-3.0242, 2.7848, -1.3999], [-8.4835, 1.1829, 1.4068], [4.2283, 1.7466, 3.5762], [-6.8857, 1.7298, 3.3650], [-6.6379, -0.5499, 1.4376], [2.8572, -2.0447, -0.7487], [-0.7673, -5.5202, 0.4219], [7.3436, -2.1354, -2.9923], [-2.7628, -1.7403, -0.0338], [-6.1874, -1.6776, -2.8853], [5.8544, -2.5233, -3.8212], [-3.6257, -3.2006, 0.6301], [4.0534, -0.0023, 3.4694], [-1.9787, -0.6830, -7.6103], [-2.0475, -0.9473, 4.0103], [7.0875, 0.3188, 0.3107], [-6.6720, -0.0851, -0.1935], [7.1281, -1.8403, 3.9920], [-0.4693, 1.7826, 0.6103], [2.6184, 0.9755, 3.7260], [-3.9123, 5.2299, -0.7198], [6.6990, 1.5538, 7.8473], [-1.7988, -0.9223, 2.2422], [-3.5607, -1.1127, -3.1524], [-3.8890, 0.8505, -4.5121]],
  "forces_ev_per_angstrom": [[-0.037, 0.400, 0.447], [-1.526, 1.058, 0.736], [0.122, 1.805, 1.411], [0.624, -0.321, 1.035], [0.250, -0.526, -0.921], [-0.403, -2.328, -0.149], [-0.032, -0.224, 0.006], [-0.608, -1.001, -1.250], [-2.324, 0.160, -0.679], [0.559, 2.861, -0.406], [-0.020, 0.919, 0.677], [-0.197, -1.010, 0.614], [-2.807, -0.698, 0.854], [1.420, -0.352, -1.911], [0.077, -0.002, -0.540], [1.709, -1.182, 0.501], [-0.119, 0.410, -0.144], [1.335, 0.136, -1.131], [0.334, 0.185, -0.397], [0.562, -0.916, -1.547], [0.731, 0.363, -0.183], [1.051, -1.586, 0.036], [0.196, 2.051, 0.057], [-0.846, -0.212, 1.005], [0.087, -0.224, 0.857], [1.957, 1.272, -0.340], [0.206, 0.587, -0.101], [-1.458, 0.393, 0.292], [-0.438, 1.992, 0.924], [-0.097, -0.155, 0.800], [1.409, -0.679, -0.137], [-0.501, 0.194, -1.936], [0.861, 0.447, -0.090], [-0.186, 0.871, -0.111], [0.208, -0.044, -0.372], [-1.883, 0.434, -0.459], [0.632, 0.447, -0.036], [-1.024, 0.532, -1.125], [0.284, -1.450, -0.334], [0.842, -0.889, -0.219], [-0.224, 1.254, -0.688], [-1.772, 0.928, 0.818], [-0.598, 0.589, -1.747], [-1.521, -4.775, -0.424], [-0.122, -0.597, -0.693], [0.791, 0.021, -0.067], [-1.022, 0.029, 1.093], [0.675, -0.088, -0.318], [0.176, 0.012, 2.083], [-0.915, 0.819, -1.369], [-0.284, -1.264, 0.672], [0.122, 0.300, 0.659], [-1.345, 0.173, -0.707], [-1.182, 0.237, -0.667], [1.683, 0.767, -0.528], [0.255, 0.294, 1.890], [-0.709, -0.339, 0.960], [0.833, 1.044, 0.312], [0.920, 0.732, -0.071], [-0.409, -0.780, 1.685], [-0.240, -0.414, -0.463], [1.413, -0.236, 0.019], [-1.493, -0.473, -1.952], [2.366, -0.629, -0.749], [-1.302, -0.077, 1.811], [0.264, -0.278, -0.532], [-0.104, -0.366, -0.248], [0.146, 0.118, 0.467], [-0.332, 0.064, -0.245], [0.295, -0.419, 0.830], [0.193, -0.021, -0.095], [0.030, -0.464, -0.662], [-0.073, 0.418, -0.689], [0.525, -0.064, -0.246], [-0.870, 0.306, -0.677], [-0.145, -0.381, 0.104], [0.126, 0.712, -0.006], [0.340, -0.820, -0.057], [-0.222, -0.080, -0.285], [-0.035, -0.478, -0.089], [0.132, -0.532, -0.073], [0.335, 0.070, 0.356], [0.372, 0.333, 0.068], [-0.354, 0.035, 0.450], [0.501, -0.612, 0.888], [0.424, -0.035, 0.468], [-0.006, -0.408, 0.785], [1.230, -0.530, -0.245], [0.644, -0.652, -0.508], [0.342, -0.219, -0.030], [0.193, -0.912, 0.623], [-0.789, 0.202, -0.741], [0.007, 0.037, 0.626], [0.196, -0.283, 0.968], [0.199, -0.446, -0.433], [0.677, 0.493, -0.316], [0.612, -0.007, 0.414], [-0.204, 0.249, 0.341], [-0.367, -0.055, 0.604], [-0.378, 0.390, -0.913], [0.097, 0.187, 0.382], [-0.046, -0.272, -0.375], [0.157, -0.523, 0.015], [-0.619, 0.680, 0.232], [0.861, 0.336, -0.981], [-0.728, 0.112, 0.127], [0.596, 0.028, -0.182], [-0.497, -0.095, -0.424], [0.511, 0.525, 0.573], [-0.654, 0.166, -0.272], [0.124, -0.015, -0.390], [-1.596, -0.314, 0.238], [0.119, 0.464, -0.103], [-0.360, -0.654, 0.566], [-0.229, 0.430, 0.289], [-0.148, -0.047, 1.213], [-0.567, 0.203, 0.229], [0.638, 0.340, 0.329], [-0.135, 0.561, 0.337], [0.095, 0.360, 0.081], [0.318, -0.106, 0.407], [0.501, 0.802, 0.137], [0.001, 0.177, 0.399], [-1.097, -0.162, 0.794], [0.807, 0.476, -0.902], [-0.060, 0.090, 0.338], [-0.180, 0.726, -0.596], [-0.071, 1.133, 0.190], [0.203, 0.190, 0.242], [0.069, 0.154, 0.191], [0.535, -0.116, -0.543], [-0.201, -0.492, 0.061], [0.243, -1.232, -1.004], [-0.131, -0.082, 0.497], [0.494, -0.644, -0.288]],
  "lowdin_charge": [0.763, 0.640, 0.691, 0.705, 0.692, -0.034, 0.133, -0.343, 0.001, 0.163, -0.021, -0.011, -0.010, -0.357, -0.333, -0.300, -0.368, -0.325, 0.029, -0.294, 0.126, -0.013, -0.038, -0.334, -0.340, 0.151, -0.332, 0.095, 0.019, 0.011, -0.221, -0.204, -0.256, -0.225, -0.679, -0.192, -0.217, -0.027, -0.238, -0.590, 0.001, -0.203, -0.194, -0.624, -0.027, -0.216, -0.235, -0.696, -0.011, 0.016, -0.164, -0.212, -0.043, -0.183, -0.041, -0.209, -0.221, -0.044, -0.596, -0.223, -0.217, -0.018, -0.017, -0.165, -0.183, 0.087, 0.128, 0.087, 0.095, 0.107, 0.087, 0.117, 0.129, 0.095, 0.082, 0.082, 0.079, 0.106, 0.099, 0.081, 0.109, 0.094, 0.105, 0.093, 0.110, 0.102, 0.079, 0.083, 0.091, 0.117, 0.093, 0.078, 0.088, 0.084, 0.090, 0.095, 0.095, 0.111, 0.050, 0.100, 0.116, 0.089, 0.124, 0.114, 0.106, 0.111, 0.085, 0.093, 0.075, 0.087, 0.058, 0.097, 0.094, 0.108, 0.110, 0.119, 0.120, 0.086, 0.088, 0.108, 0.107, 0.135, 0.067, 0.112, 0.124, 0.100, 0.074, 0.103, 0.102, 0.095, 0.108, 0.106, 0.038, 0.107, 0.110]
}